ORCA calculation (ωB97M-V/def2-TZVPD) on an isolated molecule of C25H25BrN2O.

Last column: natural (NBO) charge in e.
Cartesian coordinates (Å):
O (2.179, 0.719, 1.466)  -0.64
C (1.852, 0.760, 0.295)  0.71
N (1.333, 1.887, -0.251)  -0.45
C (0.669, 2.029, -1.523)  -0.23
H (0.941, 1.234, -2.212)  0.22
C (-0.860, 2.029, -1.306)  -0.24
N (-1.245, 2.665, -0.052)  -0.45
C (-0.265, 3.657, 0.337)  -0.23
C (1.122, 3.042, 0.611)  -0.25
H (1.206, 2.696, 1.644)  0.24
H (1.909, 3.784, 0.431)  0.20
H (-0.206, 4.386, -0.476)  0.19
H (-0.620, 4.179, 1.227)  0.21
C (-1.574, 1.736, 1.016)  -0.24
C (-2.859, 0.994, 0.765)  -0.05
C (-3.764, 1.394, -0.209)  -0.15
C (-4.930, 0.683, -0.426)  -0.26
C (-5.196, -0.430, 0.351)  -0.08
C (-4.326, -0.830, 1.350)  -0.24
C (-3.162, -0.114, 1.549)  -0.18
H (-2.477, -0.416, 2.327)  0.22
H (-4.555, -1.690, 1.960)  0.23
Br (-6.791, -1.430, 0.044)  0.04
H (-5.627, 0.992, -1.190)  0.23
H (-3.552, 2.271, -0.798)  0.22
H (-1.696, 2.326, 1.931)  0.21
H (-0.780, 0.996, 1.208)  0.19
H (-1.332, 2.572, -2.134)  0.19
H (-1.236, 1.004, -1.310)  0.22
H (0.990, 2.980, -1.961)  0.20
C (1.986, -0.464, -0.622)  -0.39
C (0.663, -1.185, -0.569)  -0.03
C (0.182, -1.647, 0.653)  -0.23
C (-1.028, -2.311, 0.724)  -0.19
C (-1.786, -2.504, -0.419)  -0.21
C (-1.321, -2.040, -1.636)  -0.23
C (-0.099, -1.391, -1.712)  -0.17
H (0.265, -1.055, -2.673)  0.20
H (-1.904, -2.189, -2.532)  0.22
H (-2.734, -3.018, -0.363)  0.22
H (-1.378, -2.688, 1.673)  0.21
H (0.775, -1.487, 1.542)  0.24
C (3.161, -1.312, -0.174)  0.09
C (4.383, -0.691, 0.059)  -0.21
C (5.485, -1.430, 0.445)  -0.21
C (5.386, -2.803, 0.592)  -0.22
C (4.178, -3.429, 0.344)  -0.21
C (3.071, -2.689, -0.037)  -0.23
H (2.136, -3.194, -0.231)  0.22
H (4.092, -4.501, 0.448)  0.21
H (6.246, -3.381, 0.894)  0.21
H (6.426, -0.932, 0.631)  0.21
H (4.468, 0.380, -0.055)  0.21
H (2.199, -0.145, -1.647)  0.23

Output
Structure (SMILES)   O=C(C(c1ccccc1)c1ccccc1)N1CCN(Cc2ccc(Br)cc2)CC1
HOMO energy   -8.52 eV
E_LUMO   0.7 eV
Net charge   0
Electronic energy   -3726.43937 a.u.
Frontier orbital gap   9.18 eV